No. 1
An isolated ion of composition CH7N4O and charge +1 in a non-equilibrium geometry. Source: the Open Molecules 2025 dataset; level of theory: wB97M-V/def2-TZVPD.

Each line ends with the Mulliken charge.
Geometry (Å):
C (-1.21979, -0.01845, -0.10040)  0.54
N (-2.20861, 0.22963, 0.78312)  -0.35
N (0.51227, 0.94423, 1.40366)  -0.61
N (0.12268, 0.36264, 0.18627)  0.42
N (0.68860, 0.98396, -0.95249)  -0.67
O (-1.57507, -0.69824, -1.20275)  -0.37
H (-1.96351, 0.54451, 1.76608)  0.32
H (-3.08512, -0.32701, 0.61959)  0.31
H (1.11378, 1.67950, 1.14651)  0.29
H (1.03369, 0.23858, 1.95769)  0.27
H (1.60586, 0.60572, -1.31430)  0.24
H (-0.80508, -1.01746, -1.61297)  0.33
H (0.49750, 2.02299, -1.17562)  0.28

Cartesian forces (eV/Å) of the 2 atoms listed first:
-0.17 0.57 1.81
0.83 -1.28 -0.10

Results
Energy relative to the best compared isomer or geometry (same formula, charge and spin), kcal per mole: 2.10
Multiplicity: 1
Charge: +1
Frontier orbital gap, Eh: 0.38444
HOMO, eV: -14.4
SMILES string: NC(O)=[N+](N)N
E_LUMO, eV: -3.89

---

No. 2
An isolated ion of composition CH7N4OP and charge +2 in a non-equilibrium geometry. Source: the Open Molecules 2025 dataset; level of theory: wB97M-V/def2-TZVPD.

Each line ends with the Mulliken charge.
Geometry (Å):
C (-0.64099, 0.65926, -0.93707)  -0.39
N (0.01257, 1.12081, 0.28038)  0.15
N (-1.30512, -0.44764, -0.33718)  0.08
N (0.89960, 0.30179, 0.78738)  -0.23
N (-0.37613, -1.42861, 0.09399)  -0.30
O (-3.48011, 0.98574, 0.15283)  -0.25
P (-3.26339, -0.40985, 0.16841)  0.71
H (-1.34667, 1.40207, -1.31606)  0.33
H (0.09131, 0.39938, -1.71155)  0.31
H (-0.55823, 1.67703, 0.92398)  0.33
H (1.69553, 0.04030, 0.19894)  0.33
H (1.08589, 0.32820, 1.79364)  0.31
H (-0.77993, -2.10738, 0.73607)  0.30
H (0.24668, -1.81104, -0.62082)  0.32

Cartesian forces (eV/Å) of the 2 atoms listed first:
0.08 0.03 -0.82
0.55 -0.02 0.72

Results
Energy relative to the best compared isomer or geometry (same formula, charge and spin), kcal per mole: 19.31
Multiplicity: 1
Charge: +2
Frontier orbital gap (spin up / spin down), Eh: 0.31318 / 0.31858
HOMO (spin up / spin down), eV: -19.8 / -19.9
E_LUMO (spin up / spin down), eV: -11.32 / -11.19

---

No. 3
An isolated ion of composition CH7N4OP and charge +2 in a non-equilibrium geometry. Source: the Open Molecules 2025 dataset; level of theory: wB97M-V/def2-TZVPD.

Each line ends with the Mulliken charge.
Geometry (Å):
C (-0.12249, 0.72156, -0.74934)  -0.46
N (0.73466, 1.02512, 0.33988)  0.18
N (-0.79211, -0.39408, -0.12564)  0.25
N (1.66118, 0.12785, 0.65680)  -0.33
N (-0.00361, -1.41163, 0.11140)  -0.29
O (-3.13870, 0.68537, -0.50583)  -0.26
P (-2.71359, -0.55065, 0.06263)  0.61
H (-0.78260, 1.48438, -1.00532)  0.39
H (0.48729, 0.55820, -1.55687)  0.35
H (0.29403, 1.50264, 1.00185)  0.26
H (2.29856, -0.22900, -0.15787)  0.36
H (1.98695, 0.16679, 1.69306)  0.36
H (-0.37891, -1.93883, 0.87536)  0.29
H (0.46934, -1.74771, -0.64011)  0.27

Cartesian forces (eV/Å) of the 2 atoms listed first:
0.01 -0.81 0.86
3.13 -2.34 -2.56

Results
Energy relative to the best compared isomer or geometry (same formula, charge and spin), kcal per mole: 37.42
Multiplicity: 1
Charge: +2
Frontier orbital gap (spin up / spin down), Eh: 0.31180 / 0.31430
HOMO (spin up / spin down), eV: -20.0 / -19.8
E_LUMO (spin up / spin down), eV: -11.48 / -11.24

---

No. 4
A 2-piece molecular cluster, CH7N4P2 overall in a non-equilibrium geometry. Source: the Open Molecules 2025 dataset; level of theory: wB97M-V/def2-TZVPD.

Each line ends with the Mulliken charge.
Geometry (Å):
C (1.46924, -0.05322, -0.21674)  0.56
N (-2.74502, 0.48154, -0.03683)  0.08
N (2.39354, 0.59005, -0.92691)  -0.45
N (0.43960, -0.67912, -0.70108)  -0.69
N (1.60926, 0.03739, 1.17995)  -0.55
P (-1.82263, 1.49642, -0.60862)  0.48
P (-3.61006, -0.95033, 0.05491)  0.07
H (2.31621, 0.58987, -1.96292)  0.23
H (2.91226, 1.41563, -0.39292)  0.26
H (0.45767, -0.63592, -1.73672)  0.20
H (2.50427, 0.30762, 1.69429)  0.26
H (1.40839, -0.90687, 1.60206)  0.28
H (-4.61079, -0.40844, 0.87592)  0.13
H (-2.72195, -1.28462, 1.17561)  0.14

Cartesian forces (eV/Å) of the 2 atoms listed first:
-0.53 0.00 1.15
1.31 2.44 -1.80

Results
Energy relative to the best compared isomer or geometry (same formula, charge and spin), kcal per mole: 52.41
Multiplicity: 1
Charge: +1
Frontier orbital gap, Eh: 0.25327
HOMO, eV: -12.7
E_LUMO, eV: -5.83

---

No. 5
A 2-piece molecular cluster, CH7N5 overall in a non-equilibrium geometry. Source: the Open Molecules 2025 dataset; level of theory: wB97M-V/def2-TZVPD.

Each line ends with the Mulliken charge.
Geometry (Å):
C (-0.66643, -0.04573, 0.77643)  0.42
H (1.94932, -0.80968, -1.15096)  0.21
H (1.04954, -2.63355, -0.69768)  0.27
H (0.49618, -1.52785, 1.44599)  0.26
H (-1.63323, 0.93524, 2.29448)  0.22
H (-1.82026, 1.40973, -0.16955)  0.26
H (1.08441, 1.60363, -0.85256)  0.25
H (0.26494, 0.99724, -2.28906)  0.23
N (0.77156, -1.40975, -0.61373)  -0.66
N (0.43754, -0.86579, 0.72906)  -0.06
N (-1.23860, -0.03113, 1.91253)  -0.69
N (-0.73489, 0.96849, -0.23900)  0.03
N (0.03993, 1.40913, -1.14597)  -0.73

Cartesian forces (eV/Å) of the 2 atoms listed first:
1.63 1.92 -0.15
-4.09 -2.34 2.48

Results
Energy relative to the best compared isomer or geometry (same formula, charge and spin), kcal per mole: 126.64
Multiplicity: 1
Charge: 0
Frontier orbital gap, Eh: 0.31589
HOMO, eV: -8.3
E_LUMO, eV: 0.31

---

No. 6
An isolated ion of composition CH7N6 and charge +1 in a non-equilibrium geometry. Source: the Open Molecules 2025 dataset; level of theory: wB97M-V/def2-TZVPD.

Each line ends with the Mulliken charge.
Geometry (Å):
C (0.86207, -0.85813, -0.05304)  0.02
N (-2.82715, 0.05567, 0.27399)  0.47
N (-1.55170, -0.99714, -0.07853)  -0.67
N (-2.67428, 1.20211, 0.33788)  -0.44
N (-0.36050, -0.41035, -0.11276)  0.10
N (1.96921, 0.04450, -0.09129)  -0.04
N (1.72569, 1.40118, 0.01454)  -0.58
H (1.01309, -1.88990, -0.19074)  0.35
H (-3.59334, -0.56628, 0.27210)  0.30
H (-1.38442, -1.96976, -0.05262)  0.17
H (2.94960, -0.40910, 0.00131)  0.25
H (-0.21950, 0.69712, -0.09412)  0.59
H (2.28357, 1.86969, 0.67098)  0.24
H (1.80768, 1.83038, -0.89770)  0.24

Cartesian forces (eV/Å) of the 2 atoms listed first:
0.56 2.46 -0.57
1.58 3.54 0.17

Results
Energy relative to the best compared isomer or geometry (same formula, charge and spin), kcal per mole: 126.84
Multiplicity: 1
Charge: +1
Frontier orbital gap (spin up / spin down), Eh: 0.33276 / 0.33273
HOMO (spin up / spin down), eV: -12.7 / -12.7
E_LUMO (spin up / spin down), eV: -3.68 / -3.68

---

No. 7
A 2-piece molecular cluster, CH7NO overall in a non-equilibrium geometry. Source: the Open Molecules 2025 dataset; level of theory: wB97M-V/def2-TZVPD.

Each line ends with the Mulliken charge.
Geometry (Å):
C (0.23712, 0.12734, 1.08004)  -0.82
H (-1.33490, -0.72891, -0.77008)  0.31
H (-1.78102, -0.24470, -2.13041)  0.31
H (-0.32793, -0.78368, 1.24266)  0.30
H (0.73428, 0.49817, 1.97134)  0.32
H (-0.42982, 0.98826, 0.90877)  0.28
H (1.88854, 0.59788, 0.08576)  0.21
H (0.84243, -0.16865, -0.89085)  0.31
N (1.22088, -0.16431, 0.00516)  -0.57
O (-1.04958, -0.12141, -1.50239)  -0.66

Cartesian forces (eV/Å) of the 2 atoms listed first:
0.10 0.49 -0.90
0.58 0.89 -0.83

Results
Energy relative to the best compared isomer or geometry (same formula, charge and spin), kcal per mole: 9.13
Multiplicity: 1
Charge: 0
Frontier orbital gap, Eh: 0.35877
HOMO, eV: -9.0
SMILES string: CN.O
E_LUMO, eV: 0.79

---

No. 8
A 3-piece molecular cluster, CH7NO2 overall in a non-equilibrium geometry. Source: the Open Molecules 2025 dataset; level of theory: wB97M-V/def2-TZVPD.

Each line ends with the Mulliken charge.
Geometry (Å):
C (2.97203, -0.65505, 0.20348)  -0.24
N (2.68459, -0.07682, 1.29145)  -0.45
H (2.64316, -0.23476, -0.74467)  0.23
H (3.76284, -1.39942, 0.09834)  0.21
H (3.07131, -0.64304, 2.05024)  0.25
H (-4.67596, 1.26107, 0.03362)  0.31
H (-3.86453, 1.69508, 1.24443)  0.32
O (-3.83986, 1.68177, 0.28244)  -0.63
H (-1.62816, -0.62379, -1.80896)  0.32
H (-0.14957, -0.39396, -1.54787)  0.30
O (-0.97586, -0.61108, -1.10250)  -0.62

Cartesian forces (eV/Å) of the 2 atoms listed first:
1.00 0.95 -0.26
-0.55 -0.88 -0.08

Results
Energy relative to the best compared isomer or geometry (same formula, charge and spin), kcal per mole: 21.67
Multiplicity: 1
Charge: 0
Frontier orbital gap, Eh: 0.40971
HOMO, eV: -10.2
SMILES string: C=N.O.O
E_LUMO, eV: 0.92

---

No. 9
A 3-piece molecular cluster, CH7NO2 overall in a non-equilibrium geometry. Source: the Open Molecules 2025 dataset; level of theory: wB97M-V/def2-TZVPD.

Each line ends with the Mulliken charge.
Geometry (Å):
C (-1.75635, -1.23019, 0.35087)  -0.22
N (-2.62763, -0.71411, -0.41679)  -0.49
H (-1.14541, -2.08854, 0.05490)  0.21
H (-1.64751, -0.98151, 1.40043)  0.25
H (-2.37231, -0.95480, -1.36831)  0.25
H (-1.14954, 2.11150, -2.42824)  0.32
H (-1.25475, 3.65625, -1.87778)  0.32
O (-0.78250, 2.82913, -1.91325)  -0.64
H (3.59440, -0.74507, 1.83598)  0.32
H (4.76202, -0.85129, 2.75719)  0.32
O (4.37538, -1.28074, 1.99145)  -0.64

Cartesian forces (eV/Å) of the 2 atoms listed first:
-0.50 -0.84 -0.21
1.16 0.90 0.60

Results
Energy relative to the best compared isomer or geometry (same formula, charge and spin), kcal per mole: 24.85
Multiplicity: 1
Charge: 0
Frontier orbital gap, Eh: 0.40136
HOMO, eV: -10.2
SMILES string: C=N.O.O
E_LUMO, eV: 0.72

---

No. 10
A 3-piece molecular cluster, CH7NO2 overall in a non-equilibrium geometry. Source: the Open Molecules 2025 dataset; level of theory: wB97M-V/def2-TZVPD.

Each line ends with the Löwdin spin population.
Geometry (Å):
C (1.79375, 0.20530, 0.15216)  0.09
N (1.15780, -0.01526, 1.17786)  0.57
H (1.31167, 0.88994, -0.54681)  0.03
H (2.69619, -0.27998, -0.22232)  0.04
H (1.40263, -0.70422, 1.89987)  0.03
H (-1.32964, -0.43635, 0.37629)  0.00
H (-0.85830, 0.30001, 1.69351)  0.00
O (-1.57725, -0.21946, 1.29841)  0.24
H (-1.01812, 0.15820, -2.54781)  0.00
H (-2.19739, 0.30047, -1.55469)  0.00
O (-1.38134, -0.19865, -1.72647)  0.00

Cartesian forces (eV/Å) of the 2 atoms listed first:
-1.19 0.83 -1.37
0.98 -1.51 0.89

Results
Energy relative to the best compared isomer or geometry (same formula, charge and spin), kcal per mole: 20.32
Multiplicity: 2
⟨S²⟩: 0.762
Charge: +1
Frontier orbital gap (spin up / spin down), Eh: 0.38416 / 0.21475
HOMO (spin up / spin down), eV: -15.9 / -15.9
E_LUMO (spin up / spin down), eV: -5.49 / -10.03